# 1
# C20H31N3O2

The molecule C20H31N3O2 (ωB97M-V/def2-TZVPD, OMol25).

The geometry in XYZ format:
```
56
Properties=species:S:1:pos:R:3:mulliken_charge:R:1
C -0.24 -3.96 -0.09 -1.44
C -0.26 -2.49 0.32 -0.05
C 0.90 -1.68 -0.28 0.40
C 2.23 -2.02 0.40 -1.42
C 0.62 -0.17 -0.15 -0.47
N -0.62 0.19 -0.80 0.14
C -1.55 0.97 -0.20 0.05
O -1.44 1.32 0.96 -0.69
C -2.72 1.32 -1.11 0.30
C -3.64 2.37 -0.49 -1.38
C -4.42 1.82 0.70 -0.75
C -5.21 0.57 0.32 0.53
C -5.97 0.02 1.53 -1.72
C -4.25 -0.48 -0.24 -0.78
C -3.52 0.06 -1.46 -1.06
C 1.74 0.63 -0.81 -0.05
O 1.87 0.65 -2.02 -0.71
N 2.53 1.31 0.03 0.02
C 3.68 2.08 -0.42 -1.21
C 4.96 1.35 -0.08 0.90
C 5.79 1.76 0.96 -0.51
C 6.92 1.02 1.24 -0.37
C 7.18 -0.11 0.47 -0.37
N 6.40 -0.51 -0.52 -0.63
C 5.32 0.21 -0.79 -0.30
H 0.65 -4.46 0.29 0.34
H -1.11 -4.47 0.31 0.42
H -0.25 -4.05 -1.17 0.33
H -1.20 -2.05 -0.02 -0.09
H -0.23 -2.41 1.41 0.36
H 0.98 -1.91 -1.35 0.40
H 3.05 -1.48 -0.07 0.19
H 2.19 -1.77 1.45 0.33
H 2.44 -3.08 0.31 0.48
H 0.51 0.10 0.91 0.53
H -0.63 0.06 -1.80 0.39
H -2.29 1.73 -2.03 0.43
H -3.04 3.22 -0.16 0.38
H -4.34 2.72 -1.25 0.49
H -3.71 1.57 1.50 0.30
H -5.10 2.59 1.08 0.40
H -5.93 0.83 -0.46 0.25
H -6.66 0.76 1.92 0.43
H -5.27 -0.25 2.32 0.35
H -6.53 -0.87 1.26 0.41
H -4.80 -1.39 -0.51 0.47
H -3.52 -0.75 0.53 0.21
H -2.86 -0.71 -1.88 0.48
H -4.25 0.32 -2.23 0.57
H 2.39 1.22 1.03 0.30
H 3.57 2.18 -1.50 0.35
H 3.66 3.06 0.05 0.46
H 5.55 2.64 1.53 0.37
H 7.59 1.31 2.04 0.38
H 8.05 -0.73 0.66 0.36
H 4.72 -0.14 -1.61 0.52
```

As for the LUMO energy: 0.7 eV. The value obtained for the HOMO-LUMO gap is 10.00 eV. As for the energy: -29810.4970 eV. The SMILES is CC[C@H](C)[C@H](NC(=O)[C@H]1CC[C@@H](C)CC1)C(=O)NCc1cccnc1.

# 2
# C20H31N3O4S

The molecule C20H31N3O4S in a non-equilibrium geometry (ωB97M-V/def2-TZVPD, OMol25).

The geometry in XYZ format:
```
59
Properties=species:S:1:pos:R:3:mulliken_charge:R:1
C -6.13 -3.74 -1.76 -1.18
C -6.14 -2.34 -2.34 -0.21
O -4.81 -2.01 -2.74 -0.29
C -4.65 -0.90 -3.46 0.65
O -5.56 -0.19 -3.80 -0.61
C -3.19 -0.64 -3.76 -0.65
C -2.70 0.43 -2.83 0.10
C -3.14 1.72 -2.79 -0.41
S -2.33 2.61 -1.56 -0.13
C -1.45 1.15 -1.19 0.57
N -0.51 1.13 -0.19 0.22
C -0.20 2.25 0.51 0.09
O -0.73 3.32 0.31 -0.71
C 0.87 2.06 1.59 -0.16
C 0.36 1.13 2.70 -1.20
C -1.02 1.53 3.25 0.96
C -1.42 0.53 4.34 -1.67
C -1.03 2.95 3.80 -1.52
N 2.14 1.58 1.04 0.02
C 2.40 0.35 0.55 0.17
O 1.54 -0.51 0.42 -0.80
C 3.84 0.10 0.17 0.58
C 3.90 -0.38 -1.29 -0.97
C 5.33 -0.74 -1.68 -0.73
C 5.89 -1.81 -0.75 -0.63
C 5.84 -1.34 0.70 -0.75
C 4.41 -0.98 1.10 -0.94
N -1.75 0.13 -1.91 -0.57
H -5.80 -4.45 -2.51 0.30
H -5.46 -3.79 -0.91 0.31
H -7.13 -4.01 -1.44 0.39
H -6.48 -1.61 -1.60 0.29
H -6.80 -2.27 -3.22 0.31
H -2.61 -1.55 -3.59 0.21
H -3.10 -0.31 -4.79 0.30
H -3.90 2.17 -3.41 0.48
H 0.01 0.26 -0.03 0.22
H 1.06 3.05 2.00 0.56
H 0.31 0.11 2.32 0.36
H 1.09 1.15 3.52 0.58
H -1.75 1.47 2.44 0.18
H -2.42 0.76 4.71 0.44
H -1.42 -0.48 3.95 0.39
H -0.73 0.58 5.18 0.35
H -0.22 3.09 4.52 0.31
H -1.97 3.15 4.30 0.45
H -0.92 3.68 3.00 0.32
H 2.90 2.24 1.08 0.34
H 4.43 1.02 0.28 0.22
H 3.26 -1.25 -1.39 0.33
H 3.52 0.40 -1.94 0.38
H 5.35 -1.09 -2.71 0.36
H 5.96 0.15 -1.62 0.35
H 5.29 -2.72 -0.85 0.32
H 6.91 -2.05 -1.03 0.33
H 6.22 -2.12 1.36 0.36
H 6.48 -0.46 0.82 0.35
H 3.77 -1.86 1.03 0.33
H 4.39 -0.63 2.13 0.36
```

As for the LUMO energy: 0.5 eV. The value obtained for the HOMO-LUMO gap is 8.65 eV. As for the energy: -44741.2295 eV. The SMILES is CCOC(=O)Cc1csc(NC(=O)[C@@H](CC(C)C)NC(=O)C2CCCCC2)n1.

# 3
# C20H31N3O4S2

A cluster of 5 separate species, C20H31N3O4S2 in total in a non-equilibrium geometry (ωB97M-V/def2-TZVPD, OMol25).

The geometry in XYZ format:
```
60
Properties=species:S:1:pos:R:3:mulliken_charge:R:1
O 22.49 -4.24 7.81 -0.63
S 22.45 -5.65 7.46 1.01
O 21.69 -6.49 8.37 -0.62
C 22.06 -5.95 5.68 -0.70
C 23.17 -6.95 5.10 -0.54
C 24.19 -7.32 6.18 -0.58
C 24.26 -6.27 7.29 -0.75
H 22.21 -5.00 5.17 0.31
H 21.02 -6.10 5.39 0.51
H 22.59 -7.86 4.91 0.19
H 23.59 -6.72 4.12 0.39
H 25.16 -7.45 5.70 0.33
H 23.89 -8.30 6.56 0.32
H 24.83 -5.43 6.90 0.32
H 24.50 -6.55 8.32 0.43
O 21.31 -6.04 -3.64 -0.63
S 21.47 -7.28 -4.39 1.09
O 22.47 -7.45 -5.39 -0.64
C 21.71 -8.61 -3.09 -0.62
C 20.57 -9.63 -3.24 -0.62
C 19.35 -8.91 -3.77 -0.56
C 19.81 -7.91 -4.90 -0.73
H 21.85 -8.14 -2.11 0.32
H 22.70 -9.05 -3.26 0.36
H 20.92 -10.38 -3.95 0.31
H 20.36 -10.07 -2.26 0.30
H 19.00 -8.39 -2.88 0.27
H 18.47 -9.49 -4.04 0.37
H 19.13 -7.09 -5.14 0.42
H 20.03 -8.40 -5.85 0.34
C 18.62 -7.62 1.90 -0.67
C 19.90 -7.17 1.44 -0.43
C 19.97 -5.84 1.56 -0.63
N 18.72 -5.34 1.78 0.01
C 17.92 -6.45 1.90 -0.26
H 18.06 -8.52 2.08 0.41
H 20.77 -7.78 1.28 0.47
H 20.79 -5.14 1.53 0.44
H 18.50 -4.40 2.09 0.21
H 16.92 -6.10 2.06 0.43
C 16.43 -0.99 1.55 -0.22
C 15.11 -1.26 1.23 -0.42
C 14.60 -2.01 2.33 -0.39
N 15.54 -1.99 3.33 -0.01
C 16.68 -1.37 2.89 -0.73
H 17.01 -0.45 0.82 0.38
H 14.66 -1.18 0.26 0.37
H 13.64 -2.48 2.49 0.39
H 15.55 -2.46 4.22 0.23
H 17.58 -1.37 3.49 0.41
C 28.22 -5.60 0.41 -0.58
C 26.86 -5.67 0.82 -0.25
C 26.13 -6.24 -0.21 -0.51
N 26.99 -6.45 -1.27 -0.01
C 28.25 -6.10 -0.86 -0.43
H 29.07 -5.24 0.97 0.38
H 26.35 -5.34 1.71 0.40
H 25.07 -6.45 -0.25 0.42
H 26.70 -6.71 -2.20 0.21
H 29.06 -6.18 -1.58 0.37
```

As for the LUMO energy: 0.3 eV. The value obtained for the HOMO-LUMO gap is 8.58 eV. As for the energy: -55569.4873 eV. The SMILES is O=S1(=O)CCCC1.O=S1(=O)CCCC1.c1cc[nH]c1.c1cc[nH]c1.c1cc[nH]c1.

# 4
# C20H31N8V

A structure of composition C20H31N8V in a non-equilibrium geometry (ωB97M-V/def2-TZVPD, OMol25).

The geometry in XYZ format:
```
60
Properties=species:S:1:pos:R:3:mulliken_charge:R:1
V 0.53 -0.51 -0.22 0.01
C 2.41 1.37 1.22 -1.13
N 2.19 0.86 -0.13 1.00
C 3.31 0.00 -0.51 -1.08
C 1.97 1.91 -1.15 0.01
C 2.75 3.05 -1.22 -0.46
C 2.56 3.99 -2.25 -1.02
C 1.63 3.67 -3.23 -0.74
C 0.82 2.53 -3.15 -1.01
C 0.93 1.70 -2.04 0.45
N 0.10 0.61 -1.71 0.34
C -1.13 0.39 -2.35 -0.10
C -1.89 1.29 -3.11 -1.28
C -3.13 0.91 -3.67 -0.90
C -3.65 -0.36 -3.41 -0.82
C -2.91 -1.23 -2.62 -0.52
C -1.67 -0.87 -2.10 0.84
N -0.90 -1.81 -1.25 1.13
C -1.65 -2.63 -0.31 -1.19
C -0.11 -2.71 -2.10 -1.15
H 3.35 1.92 1.34 0.34
H 2.44 0.49 1.89 0.23
H 1.64 2.07 1.51 0.44
H 4.26 0.54 -0.61 0.37
H 3.13 -0.44 -1.50 0.34
H 3.38 -0.78 0.26 0.44
H 3.49 3.22 -0.45 0.38
H 3.10 4.91 -2.30 0.45
H 1.52 4.32 -4.11 0.39
H 0.15 2.32 -3.98 0.84
H -1.58 2.29 -3.26 0.89
H -3.69 1.64 -4.22 0.45
H -4.59 -0.70 -3.82 0.45
H -3.30 -2.25 -2.47 0.36
H -2.19 -3.44 -0.82 0.42
H -2.35 -2.00 0.22 0.38
H -0.87 -3.07 0.33 0.25
H -0.78 -3.38 -2.62 0.38
H 0.55 -3.30 -1.44 0.38
H 0.48 -2.16 -2.82 0.35
C -1.36 -0.23 5.07 -1.10
N -1.41 0.23 3.66 0.11
C -2.26 1.43 3.38 -1.14
C -0.76 -0.36 2.63 0.54
N -0.71 0.01 1.38 -0.08
N -0.10 -1.56 2.95 -0.16
C 0.95 -2.19 2.31 0.54
N 1.50 -3.20 3.03 -0.43
N 1.35 -1.89 1.11 -0.24
H -2.00 -1.11 5.18 0.36
H -1.71 0.56 5.71 0.34
H -0.34 -0.45 5.36 0.42
H -2.85 1.64 4.25 0.36
H -2.93 1.27 2.55 0.41
H -1.61 2.29 3.16 0.38
H -1.21 0.87 1.22 0.07
H -0.37 -1.95 3.84 0.24
H 1.22 -3.43 3.96 0.17
H 2.22 -3.78 2.65 0.20
H 2.11 -2.52 0.83 0.10
```

As for the LUMO energy (spin up / spin down): -6.7 / -5.5 eV. The value obtained for the HOMO-LUMO gap (spin up / spin down) is 6.41 / 7.57 eV. Its spin multiplicity is 3. As for the charge: +2. As for the energy: -58840.2012 eV. The expectation value of S² is 2.1088.

# 5
# C20H31O3Sr

A structure of composition C20H31O3Sr in a non-equilibrium geometry (ωB97M-V/def2-TZVPD, OMol25).

The geometry in XYZ format:
```
55
Properties=species:S:1:pos:R:3:mulliken_charge:R:1
O 0.14 0.32 -3.40 -0.05
C 0.43 1.51 -4.20 -0.36
C 0.48 0.76 -5.52 -0.77
H 1.41 1.93 -3.91 0.22
H -0.38 2.25 -4.11 0.17
C 0.37 -0.48 -4.59 1.30
H 1.43 0.89 -6.06 0.29
H -0.38 0.99 -6.15 0.30
C 1.70 -1.20 -4.57 -1.71
H 2.52 -0.50 -4.34 0.38
H 1.93 -1.65 -5.55 0.40
H 1.70 -2.01 -3.84 0.37
C -0.81 -1.40 -4.76 -1.65
H -1.74 -0.85 -4.57 0.36
H -0.71 -2.20 -4.02 0.35
H -0.88 -1.85 -5.76 0.38
Sr -0.25 0.00 2.44 1.73
C -2.50 -0.86 3.90 -0.32
C -2.56 0.55 4.03 -0.39
C -2.87 1.10 2.75 -0.55
H -2.43 1.09 4.98 0.32
C -2.98 0.01 1.83 -0.83
C -2.76 -1.19 2.55 -0.57
H -2.83 -2.20 2.12 0.32
H -2.34 -1.60 4.70 0.31
H -3.04 2.16 2.55 0.34
H -3.24 0.10 0.77 0.42
C 1.21 -2.16 3.93 -0.29
C 0.21 -2.79 3.14 -0.80
C 0.60 -2.72 1.77 -0.64
H -0.66 -3.30 3.55 0.41
C 1.86 -2.05 1.72 -0.52
C 2.23 -1.71 3.05 -0.53
H 3.16 -1.23 3.36 0.35
H 1.24 -2.10 5.01 0.39
H 0.06 -3.16 0.94 0.37
H 2.46 -1.89 0.83 0.47
O 1.66 1.39 -1.77 -0.44
C 0.77 0.48 -1.05 -0.39
C -0.60 1.20 -0.92 0.79
H 1.19 0.42 0.00 0.39
H 0.72 -0.52 -1.48 0.20
C -0.24 2.71 -1.10 -0.69
H -1.18 1.07 0.01 -0.62
H -1.26 0.86 -1.73 0.15
C 1.32 2.64 -1.16 -0.66
H -0.57 3.28 -0.23 0.45
H -0.74 3.10 -2.01 0.19
H 1.71 2.56 -0.13 0.33
H 1.79 3.47 -1.71 0.34
C 0.73 0.96 5.79 -0.88
O 0.69 0.86 4.38 -0.80
H 0.15 1.85 6.12 0.24
H 1.77 1.07 6.16 0.25
H 0.29 0.06 6.26 0.19
```

As for the LUMO energy: 2.3 eV. The value obtained for the HOMO-LUMO gap is 5.83 eV. As for the charge: -1. As for the energy: -28220.3080 eV.

# 6
# C20H32AsCaN3O5PS4

A structure of composition C20H32AsCaN3O5PS4 in a non-equilibrium geometry (ωB97M-V/def2-TZVPD, OMol25).

The geometry in XYZ format:
```
67
Properties=species:S:1:pos:R:3:mulliken_charge:R:1
Ca -0.67 -1.37 -0.53 1.16
O 3.59 -1.92 -1.26 -0.74
C 4.05 -1.76 -0.01 0.14
C 5.43 -1.65 0.19 -0.67
C 5.95 -1.50 1.46 -0.31
C 5.10 -1.46 2.56 -0.81
C 3.74 -1.56 2.38 -0.22
C 3.19 -1.70 1.10 0.50
C 1.72 -1.73 0.90 0.81
O 1.24 -2.19 -0.18 -1.04
N 1.03 -1.23 1.89 -0.02
N -0.32 -1.14 1.77 0.07
C -0.86 -1.21 2.92 -0.31
S 0.26 -1.47 4.28 -0.10
C -1.08 -1.42 5.55 -0.55
C -2.34 -1.94 4.91 -0.64
S -2.55 -1.06 3.31 -0.06
H 2.60 -2.05 -1.17 0.32
H 6.08 -1.68 -0.67 0.41
H 7.02 -1.43 1.59 0.36
H 5.51 -1.35 3.55 0.40
H 3.05 -1.52 3.21 0.37
H -1.21 -0.39 5.88 0.28
H -0.74 -2.04 6.37 0.37
H -3.23 -1.74 5.51 0.39
H -2.27 -3.01 4.70 0.28
C 1.46 2.38 1.21 -0.87
C 0.15 3.12 0.96 0.57
C 0.39 4.54 0.46 -1.28
O -0.70 2.38 0.08 -0.26
P -0.49 1.84 -1.42 0.70
S -2.35 1.56 -2.03 -0.48
S 0.91 0.43 -1.65 -0.66
O 0.14 3.16 -2.13 -0.17
C 0.85 3.07 -3.36 0.76
C 2.09 3.94 -3.23 -1.55
C -0.06 3.52 -4.50 -1.45
H 2.05 2.92 1.95 0.49
H 2.02 2.30 0.28 0.15
H 1.26 1.37 1.58 -0.05
H -0.44 3.17 1.89 0.25
H 1.09 4.55 -0.37 0.14
H 0.80 5.15 1.27 0.47
H -0.55 4.98 0.13 0.34
H 1.14 2.02 -3.52 0.25
H 1.81 4.96 -2.99 0.31
H 2.65 3.93 -4.17 0.47
H 2.73 3.55 -2.44 0.26
H -0.38 4.55 -4.32 0.30
H -0.93 2.89 -4.55 0.29
H 0.48 3.47 -5.44 0.42
O -1.27 -5.67 -0.37 -0.69
C -1.32 -4.49 -0.36 0.50
N -1.45 -3.32 -0.34 -0.91
C -4.79 -0.69 -2.83 -1.28
As -3.32 -1.66 -1.92 0.51
C -4.03 -1.53 -0.11 -0.91
C -4.06 -3.44 -2.35 -1.20
H -5.77 -1.06 -2.50 0.37
H -4.70 -0.85 -3.91 0.37
H -4.71 0.37 -2.64 0.38
H -5.09 -1.78 -0.09 0.54
H -3.89 -0.52 0.28 0.27
H -3.47 -2.24 0.51 0.28
H -5.14 -3.45 -2.19 0.34
H -3.59 -4.19 -1.72 0.32
H -3.86 -3.68 -3.40 0.34
```

As for the LUMO energy: 2.1 eV. The value obtained for the HOMO-LUMO gap is 7.44 eV. As for the charge: -1. As for the energy: -167882.6792 eV.